Entry from the OMol25 dataset: a structure of composition C50H45AlCl14FNO4P at a distorted geometry (ωB97M-V/def2-TZVPD).

## Properties
E_tot   -9414.4899 Ha
LUMO level   1.3 eV
Frontier orbital gap   5.753 eV

Structure (ORCA input):
```
! wB97M-V def2-TZVPD RIJCOSX def2/J DEFGRID3
* xyz -1 1
C 4.24 2.92 -0.60
C 5.07 3.15 -1.87
C 6.58 3.08 -1.59
C 7.24 4.40 -1.32
O 7.36 5.22 -2.46
C 6.31 6.15 -2.62
O 5.68 5.88 -3.83
Al 4.84 7.46 -4.15
P 3.82 7.76 -6.27
N 2.36 7.09 -6.25
O 6.41 8.32 -3.82
C 6.73 7.67 -2.63
C 8.12 8.03 -2.08
C 7.96 9.02 -0.98
O 7.72 8.75 0.18
F 8.04 10.32 -1.34
H 4.61 3.50 0.22
H 3.20 3.13 -0.81
H 4.35 1.87 -0.33
H 4.77 4.09 -2.32
H 4.83 2.35 -2.56
H 7.09 2.53 -2.38
H 6.70 2.47 -0.70
H 6.78 4.93 -0.49
H 8.26 4.19 -1.00
H 5.55 6.07 -1.83
H 3.88 7.62 -2.88
H 3.70 9.15 -6.50
H 4.62 7.24 -7.33
H 1.66 7.80 -6.43
H 6.02 8.10 -1.91
H 8.63 8.55 -2.88
H 8.70 7.18 -1.74
Cl 6.18 -0.34 -1.30
C 5.60 -1.12 -2.72
C 6.46 -1.47 -3.75
Cl 8.16 -1.16 -3.65
C 5.96 -2.09 -4.89
C 4.61 -2.35 -5.00
C 3.75 -2.00 -3.97
C 4.25 -1.38 -2.83
H 6.64 -2.36 -5.69
H 4.23 -2.83 -5.89
H 2.69 -2.20 -4.05
H 3.58 -1.10 -2.03
Cl 1.72 -1.12 0.80
C 1.37 -2.66 0.09
C 0.62 -2.76 -1.07
Cl 0.03 -1.34 -1.88
C 0.34 -4.00 -1.61
C 0.80 -5.15 -0.99
C 1.55 -5.05 0.17
C 1.83 -3.81 0.71
H -0.25 -4.07 -2.52
H 0.58 -6.12 -1.42
H 1.92 -5.95 0.66
H 2.42 -3.73 1.62
Cl -4.86 -5.19 2.82
C -3.91 -4.20 1.78
C -2.77 -3.55 2.22
Cl -2.22 -3.70 3.85
C -2.04 -2.76 1.35
C -2.45 -2.62 0.03
C -3.59 -3.27 -0.41
C -4.32 -4.06 0.46
H -1.15 -2.25 1.69
H -1.88 -2.00 -0.65
H -3.92 -3.16 -1.44
H -5.21 -4.56 0.12
Cl 2.78 3.74 1.99
C 1.11 4.12 1.74
C 0.23 3.20 1.20
Cl 0.74 1.60 0.76
C -1.10 3.53 1.01
C -1.56 4.79 1.36
C -0.68 5.72 1.91
C 0.65 5.38 2.10
H -1.78 2.81 0.58
H -2.60 5.05 1.21
H -1.03 6.70 2.19
H 1.34 6.11 2.52
Cl 0.40 2.93 7.07
C 0.14 1.39 6.35
C -0.60 1.25 5.18
Cl -1.28 2.62 4.37
C -0.79 -0.01 4.62
C -0.24 -1.13 5.23
C 0.49 -0.99 6.40
C 0.68 0.26 6.96
H -1.36 -0.11 3.71
H -0.39 -2.10 4.78
H 0.92 -1.86 6.88
H 1.25 0.37 7.87
Cl -8.05 -5.61 7.03
C -8.92 -5.34 5.56
C -10.30 -5.19 5.55
Cl -11.22 -5.25 7.01
C -10.97 -4.98 4.35
C -10.26 -4.92 3.16
C -8.88 -5.06 3.17
C -8.21 -5.28 4.37
H -12.04 -4.86 4.35
H -10.78 -4.75 2.23
H -8.32 -5.02 2.25
H -7.14 -5.39 4.37
Cl -6.42 -5.81 -1.99
C -8.03 -6.40 -1.74
C -8.28 -7.48 -0.90
Cl -7.00 -8.28 -0.06
C -9.58 -7.93 -0.73
C -10.62 -7.30 -1.39
C -10.37 -6.22 -2.22
C -9.07 -5.77 -2.39
H -9.77 -8.77 -0.08
H -11.63 -7.66 -1.25
H -11.19 -5.73 -2.73
H -8.88 -4.93 -3.04
*
```